{"formula": "C34H96F3N15O8P5V", "method": "the ωB97M-V functional and the def2-TZVPD basis", "multiplicity": 2, "homo_ev": -10.1, "lumo_ev": -1.29, "total_charge": 1, "species": ["O", "V", "C", "O", "O", "C", "F", "F", "F", "C", "C", "H", "H", "H", "H", "H", "H", "O", "P", "N", "C", "C", "N", "C", "C", "N", "C", "C", "H", "H", "H", "H", "H", "H", "H", "H", "H", "H", "H", "H", "H", "H", "H", "H", "H", "H", "O", "P", "N", "C", "C", "N", "C", "C", "N", "C", "C", "H", "H", "H", "H", "H", "H", "H", "H", "H", "H", "H", "H", "H", "H", "H", "H", "H", "H", "O", "P", "N", "C", "C", "N", "C", "C", "N", "C", "C", "H", "H", "H", "H", "H", "H", "H", "H", "H", "H", "H", "H", "H", "H", "H", "H", "H", "H", "O", "P", "N", "C", "C", "N", "C", "C", "N", "C", "C", "H", "H", "H", "H", "H", "H", "H", "H", "H", "H", "H", "H", "H", "H", "H", "H", "H", "H", "O", "P", "N", "C", "C", "N", "C", "C", "N", "C", "C", "H", "H", "H", "H", "H", "H", "H", "H", "H", "H", "H", "H", "H", "H", "H", "H", "H", "H"], "positions_angstrom": [[0.778, 0.381, -0.570], [0.105, 0.315, 0.828], [1.158, 3.329, 1.363], [0.268, 3.949, 0.423], [0.762, 2.105, 1.596], [2.561, 3.482, 0.775], [3.456, 2.733, 1.452], [2.671, 3.162, -0.518], [2.975, 4.769, 0.900], [0.093, 5.347, 0.492], [-0.395, 5.785, -0.857], [-0.797, 6.794, -0.920], [0.462, 5.754, -1.540], [-1.117, 5.068, -1.252], [1.001, 5.884, 0.768], [-0.664, 5.576, 1.261], [1.184, 3.954, 2.281], [-1.835, 0.851, 0.056], [-3.000, 1.746, -0.116], [-3.326, 2.769, 1.127], [-3.901, 2.179, 2.318], [-2.274, 3.740, 1.457], [-4.363, 0.859, -0.346], [-4.499, -0.537, 0.078], [-5.579, 1.531, -0.751], [-2.758, 2.746, -1.388], [-2.148, 2.148, -2.574], [-3.481, 3.987, -1.570], [-4.149, 2.969, 3.027], [-3.176, 1.517, 2.816], [-4.789, 1.596, 2.079], [-2.705, 4.579, 2.000], [-1.753, 4.074, 0.564], [-1.493, 3.234, 2.045], [-5.076, -1.059, -0.690], [-3.524, -1.010, 0.130], [-5.020, -0.599, 1.039], [-5.551, 1.783, -1.816], [-6.448, 0.888, -0.616], [-5.768, 2.447, -0.184], [-2.145, 2.865, -3.395], [-1.129, 1.825, -2.372], [-2.773, 1.319, -2.932], [-2.895, 4.614, -2.251], [-3.585, 4.544, -0.646], [-4.443, 3.858, -2.078], [0.750, 0.249, -3.397], [1.038, 0.831, -4.719], [1.038, 2.478, -4.649], [1.215, 3.276, -5.852], [1.433, 3.115, -3.415], [-0.006, 0.437, -5.927], [0.051, -0.939, -6.436], [-1.354, 1.010, -5.861], [2.488, 0.268, -5.294], [2.972, 0.551, -6.632], [3.470, -0.210, -4.330], [0.655, 4.214, -5.791], [0.757, 2.765, -6.704], [2.265, 3.471, -6.088], [1.040, 4.131, -3.358], [2.522, 3.159, -3.267], [1.039, 2.566, -2.557], [0.066, -1.678, -5.626], [-0.829, -1.134, -7.043], [0.947, -1.058, -7.043], [-1.928, 0.615, -5.015], [-1.272, 2.088, -5.711], [-1.861, 0.812, -6.802], [3.474, -0.331, -7.041], [2.131, 0.760, -7.293], [3.667, 1.397, -6.666], [4.390, -0.551, -4.802], [3.098, -1.067, -3.757], [3.696, 0.556, -3.577], [1.798, -0.759, 1.569], [3.228, -1.152, 1.682], [3.317, -2.713, 2.201], [2.339, -3.679, 1.770], [4.523, -3.281, 2.787], [3.997, -0.269, 2.817], [3.177, 0.493, 3.770], [5.398, 0.141, 2.695], [4.125, -1.054, 0.326], [4.896, -2.167, -0.225], [3.794, -0.006, -0.629], [2.623, -4.186, 0.834], [1.401, -3.179, 1.522], [2.160, -4.417, 2.551], [4.309, -4.202, 3.318], [4.934, -2.564, 3.502], [5.300, -3.420, 2.032], [2.284, -0.089, 4.014], [3.715, 0.572, 4.719], [2.875, 1.466, 3.381], [5.479, 1.044, 2.082], [5.781, 0.344, 3.692], [5.967, -0.639, 2.195], [5.808, -2.325, 0.348], [4.321, -3.100, -0.264], [5.137, -1.962, -1.266], [3.131, -0.371, -1.416], [4.703, 0.402, -1.084], [3.323, 0.820, -0.120], [-0.861, 0.099, 2.775], [-1.150, -0.348, 4.147], [-2.616, -1.089, 4.198], [-3.175, -1.589, 5.437], [-3.118, -1.691, 2.952], [-1.234, 0.818, 5.294], [-2.416, 1.637, 5.446], [0.023, 1.544, 5.518], [-0.003, -1.372, 4.725], [0.147, -1.692, 6.132], [0.490, -2.404, 3.825], [-4.262, -1.681, 5.350], [-3.006, -0.911, 6.270], [-2.820, -2.601, 5.672], [-4.063, -2.192, 3.155], [-2.412, -2.423, 2.550], [-3.281, -0.917, 2.203], [-2.514, 2.409, 4.672], [-3.320, 1.031, 5.400], [-2.406, 2.130, 6.418], [0.835, 0.856, 5.778], [0.359, 2.116, 4.651], [-0.096, 2.106, 6.446], [1.193, -1.907, 6.364], [-0.239, -0.919, 6.787], [-0.410, -2.613, 6.364], [1.585, -2.390, 3.779], [0.152, -2.259, 2.798], [0.167, -3.403, 4.152], [-0.618, -1.680, 0.229], [-0.772, -2.897, -0.598], [0.699, -3.479, -1.061], [0.773, -4.608, -1.966], [1.807, -2.527, -1.181], [-1.640, -2.575, -1.969], [-1.488, -1.246, -2.599], [-2.235, -3.582, -2.816], [-1.514, -4.189, 0.069], [-2.941, -4.268, 0.211], [-0.797, -5.232, 0.791], [0.810, -4.248, -3.001], [-0.008, -5.339, -1.793], [1.726, -5.120, -1.786], [1.930, -1.984, -0.248], [1.667, -1.840, -2.023], [2.726, -3.101, -1.342], [-0.752, -0.648, -2.070], [-1.152, -1.403, -3.628], [-2.448, -0.733, -2.610], [-1.544, -3.930, -3.593], [-2.506, -4.468, -2.244], [-3.146, -3.184, -3.270], [-3.270, -4.209, 1.251], [-3.445, -3.503, -0.380], [-3.315, -5.219, -0.191], [-1.355, -6.165, 0.731], [-0.631, -4.947, 1.835], [0.183, -5.400, 0.353]], "forces_ev_per_a": [[-0.2097, 0.3887, 0.3082], [0.5968, 0.6514, -1.0745], [-0.7922, 0.8990, -0.3742], [0.9155, -0.0101, -0.3540], [-0.3739, -2.1572, 0.3518], [0.5045, 0.2016, -0.0173], [0.0943, -0.0873, -0.0125], [-0.0552, -0.1081, 0.0455], [0.0525, -0.2135, -0.1039], [-0.3389, 0.5258, 0.6255], [0.5207, -0.0492, -0.9722], [-0.0972, 0.0045, 0.3329], [-0.1163, -0.0192, -0.0648], [-0.0416, 0.1292, 0.1350], [0.0334, -0.1067, -0.0253], [0.2238, 0.0602, 0.0210], [-0.0535, -0.0400, 0.0219], [1.0421, -0.8521, 0.6009], [-0.1639, 0.6815, -0.1316], [-0.0319, 0.5288, 0.0489], [0.1919, -0.4037, 0.2443], [0.0743, -0.5922, -0.0225], [0.1979, -0.7588, 0.2624], [-0.1609, 0.4626, -0.5499], [-0.4013, 0.2978, -0.3956], [0.0626, 0.2500, 0.1153], [-0.4617, -0.0454, -0.2097], [0.1369, 0.3823, -0.9086], [-0.1911, 0.0399, -0.0681], [-0.1464, 0.0072, -0.0673], [-0.0982, 0.0893, 0.0297], [-0.0767, 0.0374, 0.0690], [-0.6338, -0.1685, 0.1669], [-0.1548, 0.2636, 0.1392], [-0.0591, -0.1014, 0.1336], [0.1482, 0.0503, 0.0931], [-0.0142, -0.1807, -0.0744], [-0.0116, 0.0751, 0.0449], [0.1245, -0.1295, 0.1402], [0.0885, 0.0045, 0.0122], [0.1341, 0.2034, 0.1872], [-0.0203, -0.2006, -0.0518], [0.2816, -0.0843, 0.0295], [-0.0101, -0.0046, 0.1248], [-0.2341, -0.1192, 0.1097], [-0.1447, -0.0274, 0.2916], [0.3959, 0.0274, 0.2021], [0.5750, -0.2793, 0.2338], [-0.5149, 0.4212, -0.4995], [-0.3973, -0.2056, -0.3762], [0.1691, -0.0489, 0.8368], [-0.6092, 0.1471, -0.6755], [0.1493, 0.1466, 0.3179], [0.4112, 0.1187, 0.2707], [0.1925, -0.4864, -0.1889], [-0.0081, -0.0915, -0.1173], [-0.2293, -0.1147, 0.7154], [0.2616, 0.1045, 0.3216], [0.2490, -0.1379, 0.0513], [-0.0206, 0.1447, 0.0602], [-0.0298, 0.0239, -0.1601], [-0.0361, 0.0965, -0.2135], [-0.0119, -0.0102, -0.1086], [0.0379, 0.0058, -0.0731], [0.0020, 0.0678, -0.1101], [-0.0704, -0.2180, -0.0298], [-0.1108, -0.1320, -0.1677], [-0.0875, -0.0379, -0.1060], [-0.1402, 0.0282, 0.0154], [0.0912, 0.0522, 0.0535], [0.0358, 0.1559, 0.0501], [-0.0027, -0.0230, -0.0158], [-0.0277, 0.2726, -0.2877], [-0.1741, 0.0854, -0.1671], [0.2608, -0.0142, -0.1762], [-0.7671, 0.3825, 0.0631], [0.5727, -0.1590, 0.8412], [-0.1440, -0.5798, 0.3348], [-0.3645, -0.1052, -0.9253], [0.4046, 1.0691, 0.0069], [0.0086, 0.6953, 0.4017], [-0.0308, -0.6997, 0.2672], [-0.6169, 0.2024, -0.4563], [0.1760, -0.2008, -0.8884], [-0.3574, -0.2264, 0.1404], [0.4082, 0.3894, -0.2124], [0.1278, -0.2188, 0.2529], [0.1227, -0.0813, 0.1689], [0.0290, -0.0503, 0.0272], [-0.1028, -0.1417, -0.1044], [-0.0528, -0.1012, 0.0804], [0.0123, -0.5105, 0.1010], [-0.0667, 0.1764, -0.2081], [0.1553, 0.2649, -0.1435], [0.0729, -0.0119, 0.0986], [0.1290, 0.0753, 0.1272], [0.1863, -0.1091, -0.0018], [0.1679, -0.0298, 0.1942], [0.1382, -0.0498, -0.2024], [0.2192, 0.0830, 0.3240], [0.1873, 0.2583, 0.0647], [-0.0151, 0.1586, 0.0885], [0.0345, -0.1588, 0.0308], [-0.3183, 0.1349, 0.0656], [0.2621, -0.0849, -1.3953], [-0.4235, -0.5758, 1.2364], [-0.7884, 0.2995, -0.5331], [-0.3982, -0.5726, -0.0014], [0.2876, 0.2241, 0.2611], [0.5685, 0.1082, 0.1310], [-0.5612, 0.3748, -0.0841], [0.3522, -0.5319, 0.7465], [0.4070, 0.2639, -0.1358], [-0.1970, -0.7801, 0.0832], [0.2685, -0.1936, -0.0308], [0.0614, 0.1354, -0.1619], [0.3245, -0.0891, 0.0221], [0.1416, 0.1593, 0.1955], [-0.0422, 0.0148, 0.0455], [-0.0630, -0.0482, -0.1051], [0.1481, -0.1348, 0.1417], [0.1928, -0.0220, 0.1560], [0.0617, -0.0331, -0.0474], [0.1288, -0.0313, 0.0118], [-0.1830, -0.1400, -0.3240], [-0.2209, 0.3268, 0.1286], [-0.0551, 0.5382, -0.3806], [0.0422, 0.2164, -0.0153], [0.0961, 0.1931, -0.1074], [0.0770, 0.0702, 0.0485], [-0.2302, -0.0391, 0.2038], [-0.1468, 0.2035, 0.2100], [-0.0536, 0.0859, 0.0653], [0.0476, 0.5025, 1.0186], [0.0460, -0.0127, -1.5218], [0.3604, -0.0291, 0.8327], [0.8418, 0.2812, -0.1691], [-0.0949, -0.5173, -0.1837], [-0.3918, 0.5692, 0.5681], [-0.1469, -0.8430, 0.2021], [0.0817, -0.3031, 0.0766], [0.1394, -0.5545, 0.0376], [-0.8956, -0.1860, -0.2930], [0.4146, 0.2662, 0.1270], [-0.2934, -0.3032, -0.0970], [-0.2820, 0.1269, -0.1963], [-0.0461, -0.0390, -0.0236], [-0.3192, 0.1013, -0.4221], [-0.0149, 0.0955, 0.0976], [-0.2506, 0.0143, -0.1463], [-0.1037, 0.0036, -0.1088], [0.0760, 0.1893, 0.0995], [-0.1526, 0.0565, 0.0040], [-0.1314, 0.1990, -0.1844], [-0.0445, 0.0321, 0.0152], [0.0468, -0.0342, -0.1081], [0.0618, 0.1242, 0.0614], [0.1288, 0.1874, 0.2222], [0.1350, -0.0300, 0.1330], [-0.0958, 0.0147, 0.0990], [-0.1832, -0.1975, 0.0765], [0.0019, 0.0195, 0.0187]], "mulliken_spin": [-0.175, 1.120, -0.004, 0.003, 0.029, 0.000, 0.001, 0.000, 0.000, 0.000, 0.000, 0.000, 0.000, 0.000, 0.000, 0.000, -0.001, -0.003, 0.010, 0.001, -0.001, -0.006, -0.001, -0.001, 0.000, -0.004, 0.001, 0.000, 0.000, 0.000, 0.000, 0.000, 0.003, 0.001, 0.000, 0.001, 0.000, 0.000, 0.000, 0.000, 0.001, -0.001, 0.000, 0.000, 0.000, 0.000, 0.000, 0.000, 0.000, 0.000, 0.003, 0.000, 0.000, 0.000, 0.000, 0.000, 0.000, 0.000, 0.000, 0.000, 0.000, 0.000, -0.002, 0.000, 0.000, 0.000, 0.000, 0.000, 0.000, 0.000, 0.000, 0.000, 0.000, 0.000, 0.000, 0.009, 0.009, -0.001, 0.000, 0.000, 0.002, -0.004, 0.000, 0.000, 0.000, 0.002, 0.000, 0.001, 0.000, 0.000, 0.000, 0.000, 0.001, 0.000, 0.001, 0.000, 0.000, 0.000, 0.000, 0.000, 0.000, 0.000, 0.000, -0.003, -0.030, 0.012, 0.000, 0.000, 0.000, 0.000, 0.000, 0.000, 0.003, 0.000, -0.005, 0.000, 0.000, 0.000, 0.000, 0.000, 0.001, 0.000, 0.000, 0.000, 0.000, 0.000, 0.000, 0.000, 0.000, 0.000, 0.000, 0.009, 0.000, 0.002, 0.012, 0.003, 0.000, -0.001, 0.003, 0.006, 0.000, -0.001, 0.000, 0.000, 0.000, 0.000, 0.000, -0.001, 0.001, 0.000, -0.002, 0.000, -0.001, 0.000, 0.000, 0.000, 0.000, 0.000, 0.000, 0.000, 0.000, 0.000]}